ORCA calculation (wB97M-V/def2-TZVPD) on a cluster of 3 separate species, C32H47ClNO13PS2 in total.

Atoms and positions in Å:
C (1.382, -8.687, -1.919)
C (1.863, -7.243, -2.029)
C (3.391, -7.141, -2.061)
N (3.884, -6.189, -3.083)
C (3.667, -4.830, -2.700)
C (4.583, -4.148, -1.895)
C (4.367, -2.834, -1.525)
C (3.194, -2.206, -1.918)
C (2.283, -2.879, -2.724)
C (2.524, -4.177, -3.140)
C (1.076, -2.119, -3.140)
O (0.569, -2.255, -4.229)
C (0.538, -1.183, -2.104)
C (-0.839, -1.014, -1.947)
C (-1.837, -1.732, -2.832)
C (-3.230, -1.992, -2.235)
C (-3.515, -3.468, -2.030)
Cl (-3.626, -4.335, -3.585)
C (-1.250, -0.160, -0.932)
C (-0.389, 0.502, -0.067)
C (-1.006, 1.370, 1.018)
C (-2.496, 1.169, 1.282)
C (-2.789, -0.199, 1.893)
C (-4.228, -0.460, 2.276)
O (-4.578, -1.395, 2.940)
O (-5.126, 0.478, 1.829)
C (-5.715, 0.143, 0.563)
C (-6.390, 1.376, 0.015)
C (1.003, 0.358, -0.255)
P (2.260, 1.240, 0.728)
O (2.876, 2.360, 0.001)
O (1.600, 1.745, 2.093)
O (3.223, 0.089, 1.245)
C (1.446, -0.502, -1.276)
C (2.898, -0.797, -1.550)
O (3.766, 0.040, -1.525)
H (1.545, -9.215, -2.858)
H (1.918, -9.203, -1.123)
H (0.319, -8.720, -1.684)
H (1.469, -6.781, -2.934)
H (1.471, -6.660, -1.195)
H (3.757, -6.847, -1.070)
H (3.818, -8.117, -2.289)
H (4.889, -6.321, -3.125)
H (5.476, -4.665, -1.564)
H (5.086, -2.299, -0.921)
H (1.843, -4.685, -3.808)
H (-1.915, -1.171, -3.762)
H (-1.414, -2.692, -3.122)
H (-3.373, -1.510, -1.270)
H (-3.997, -1.592, -2.899)
H (-4.460, -3.621, -1.517)
H (-2.725, -3.946, -1.455)
H (-2.310, -0.012, -0.806)
H (-0.493, 1.145, 1.948)
H (-0.821, 2.415, 0.764)
H (-3.094, 1.329, 0.386)
H (-2.799, 1.924, 2.007)
H (-2.472, -1.018, 1.243)
H (-2.218, -0.321, 2.816)
H (-6.421, -0.676, 0.706)
H (-4.939, -0.203, -0.130)
H (-7.306, 1.589, 0.562)
H (-5.733, 2.240, 0.089)
H (-6.653, 1.232, -1.032)
H (1.540, 2.708, 2.021)
H (4.117, 0.460, 1.331)
C (-5.209, 4.431, 4.838)
C (-6.473, 4.841, 4.115)
O (-6.301, 6.023, 3.293)
S (-5.511, 5.855, 1.929)
C (-5.960, 7.395, 1.209)
O (-6.097, 4.774, 1.195)
O (-4.103, 5.843, 2.180)
H (-4.438, 4.103, 4.143)
H (-5.434, 3.607, 5.515)
H (-4.809, 5.263, 5.416)
H (-6.865, 4.036, 3.493)
H (-7.249, 5.128, 4.822)
H (-7.032, 7.406, 1.037)
H (-5.418, 7.465, 0.269)
H (-5.657, 8.193, 1.881)
C (8.660, 4.397, 2.314)
C (7.338, 4.778, 1.680)
O (7.038, 4.018, 0.488)
S (6.565, 2.513, 0.674)
C (5.955, 2.220, -0.937)
O (5.476, 2.499, 1.610)
O (7.703, 1.681, 0.928)
H (8.640, 3.381, 2.702)
H (8.873, 5.078, 3.138)
H (9.467, 4.462, 1.584)
H (6.508, 4.677, 2.380)
H (7.360, 5.809, 1.333)
H (5.086, 2.849, -1.105)
H (5.658, 1.176, -0.963)
H (6.748, 2.407, -1.656)

Calculated values
**SMILES string**: CCCNc1ccc2c(c1)C(=O)c1c(CCCCl)cc(CCCC(=O)OCC)c(P(=O)(O)O)c1C2=O.CCOS(C)(=O)=O.CCOS(C)(=O)=O
**Energy above the lowest of the compared OMol25 structures with the same formula, charge and spin**: 0.000 eV
**LUMO**: -0.68 eV
**Kohn-Sham gap**: 8.5 eV
**DFT total energy**: -105538.3741 eV
**HOMO**: -9.2 eV

***

ORCA calculation (wB97M-V/def2-TZVPD) on a structure of composition C15H23CoN3O7P.

Atoms and positions in Å:
Co (-0.122, -0.553, 1.259)
O (-5.437, -1.320, -1.201)
C (-4.347, -1.094, -0.774)
C (-3.967, -0.023, 0.278)
O (-4.704, 0.773, 0.794)
C (-2.519, -0.203, 0.487)
C (-2.013, -1.207, -0.317)
O (-0.715, -1.496, -0.314)
C (-3.026, -1.764, -1.213)
O (-2.878, -2.553, -2.115)
O (-1.739, 0.517, 1.272)
C (-2.069, -1.551, 3.581)
O (-1.162, -1.929, 2.537)
C (-0.210, -2.926, 2.869)
C (0.993, -2.250, 3.492)
O (1.334, -1.149, 2.625)
C (2.353, -0.307, 3.169)
H (-2.703, -2.400, 3.833)
H (-2.665, -0.734, 3.187)
H (-1.528, -1.209, 4.467)
H (0.060, -3.404, 1.926)
H (-0.633, -3.685, 3.529)
H (1.843, -2.931, 3.572)
H (0.770, -1.843, 4.481)
H (3.297, -0.851, 3.227)
H (2.062, 0.043, 4.160)
H (2.461, 0.546, 2.503)
C (2.644, 1.748, -2.958)
N (1.642, 0.592, -3.149)
C (0.284, 1.209, -3.566)
N (-0.133, 2.174, -2.622)
C (0.862, 3.230, -2.474)
N (2.156, 2.706, -2.030)
C (2.101, 2.189, -0.650)
P (0.913, 0.785, -0.493)
C (1.512, -0.236, -1.899)
C (-0.519, 1.575, -1.341)
H (2.768, 2.192, -3.946)
H (3.580, 1.300, -2.627)
H (1.969, -0.007, -3.908)
H (-0.420, 0.382, -3.646)
H (0.464, 1.658, -4.543)
H (0.505, 3.960, -1.751)
H (1.000, 3.727, -3.436)
H (1.793, 2.997, 0.016)
H (3.102, 1.882, -0.341)
H (0.787, -1.032, -2.078)
H (2.487, -0.678, -1.689)
H (-0.944, 2.328, -0.677)
H (-1.288, 0.821, -1.503)

Calculated values
**Total charge**: +1
**Energy above the lowest of the compared OMol25 structures with the same formula, charge and spin**: 0.309 eV
**⟨S²⟩**: 3.760
**LUMO (spin up / spin down)**: -3.00 / -3.03 eV
**Kohn-Sham gap (spin up / spin down)**: 7.3 / 7.3 eV
**DFT total energy**: -81638.3177 eV
**HOMO (spin up / spin down)**: -10.3 / -10.4 eV
**Spin multiplicity**: 4

***

ORCA calculation (wB97M-V/def2-TZVPD) on a structure of composition C36H37F3O3P2PtS.

Atoms and positions in Å:
Pt (0.200, 0.300, -1.544)
C (-2.309, 1.076, -5.524)
C (-2.162, -0.259, -5.493)
C (-1.381, -1.004, -6.520)
C (0.056, -0.450, -6.787)
C (0.791, 0.246, -5.669)
C (0.479, 1.458, -5.183)
C (-0.231, 2.476, -6.013)
C (-1.634, 2.021, -6.479)
C (1.400, 0.758, 0.103)
H (-3.048, 1.560, -4.872)
H (-2.809, -0.885, -4.872)
H (-1.945, -0.988, -7.473)
H (-1.319, -2.069, -6.246)
H (0.660, -1.329, -7.042)
H (0.018, 0.173, -7.695)
H (1.746, -0.247, -5.426)
H (0.841, 1.844, -4.228)
H (0.392, 2.710, -6.896)
H (-0.345, 3.414, -5.451)
H (-2.253, 2.929, -6.520)
H (-1.600, 1.620, -7.501)
H (1.127, 1.741, 0.518)
H (2.471, 0.705, -0.141)
H (1.127, -0.038, 0.808)
P (-1.330, -0.950, -2.636)
P (2.070, -0.181, -2.667)
C (-0.092, -1.823, -3.618)
C (1.258, -1.541, -3.580)
C (-2.352, -2.275, -1.939)
C (-2.682, -3.353, -2.783)
C (-3.561, -4.336, -2.328)
C (-4.109, -4.240, -1.040)
C (-3.740, -3.194, -0.183)
C (-2.865, -2.205, -0.628)
C (-2.628, 0.415, -2.711)
C (-2.230, 1.756, -2.501)
C (-3.156, 2.799, -2.500)
C (-4.470, 2.538, -2.889)
C (-4.896, 1.211, -3.062)
C (-3.995, 0.146, -2.903)
C (3.490, -1.040, -1.910)
C (3.234, -2.278, -1.283)
C (4.291, -3.053, -0.805)
C (5.607, -2.599, -0.938)
C (5.866, -1.363, -1.541)
C (4.816, -0.576, -2.013)
C (2.743, 1.506, -3.015)
C (2.194, 2.629, -2.347)
C (2.642, 3.924, -2.597)
C (3.671, 4.122, -3.525)
C (4.248, 3.025, -4.183)
C (3.766, 1.731, -3.958)
H (-0.439, -2.688, -4.194)
H (1.963, -2.182, -4.117)
H (-2.263, -3.424, -3.790)
H (-3.821, -5.175, -2.977)
H (-4.818, -4.991, -0.691)
H (-4.130, -3.144, 0.838)
H (-2.586, -1.375, 0.020)
H (-1.158, 2.003, -2.403)
H (-2.805, 3.795, -2.216)
H (-5.156, 3.380, -3.008)
H (-5.943, 1.010, -3.314)
H (-4.344, -0.894, -2.964)
H (2.208, -2.641, -1.203)
H (4.085, -4.018, -0.337)
H (6.434, -3.202, -0.568)
H (6.893, -1.012, -1.660)
H (5.031, 0.384, -2.477)
H (1.409, 2.495, -1.587)
H (2.183, 4.755, -2.052)
H (4.005, 5.135, -3.746)
H (5.088, 3.182, -4.876)
H (4.215, 0.890, -4.491)
F (-2.327, 2.608, 2.998)
C (-1.819, 1.534, 2.354)
F (-0.514, 1.419, 2.683)
F (-2.470, 0.424, 2.794)
S (-2.006, 1.667, 0.507)
O (-3.435, 1.683, 0.306)
O (-1.227, 2.820, 0.091)
O (-1.363, 0.381, 0.035)

Calculated values
**Energy above the lowest of the compared OMol25 structures with the same formula, charge and spin**: 0.000 eV
**⟨S²⟩**: 2.016
**LUMO (spin up / spin down)**: -0.18 / -2.19 eV
**Kohn-Sham gap (spin up / spin down)**: 5.5 / 6.0 eV
**DFT total energy**: -84880.6600 eV
**HOMO (spin up / spin down)**: -5.7 / -8.1 eV
**Spin multiplicity**: 3

***

ORCA calculation (wB97M-V/def2-TZVPD) on a cluster of 2 separate species, C4H8ClN in total.

Atoms and positions in Å:
C (-0.333, 1.389, -1.606)
C (-0.643, -1.674, 0.030)
C (1.039, -0.583, 1.373)
C (0.678, -0.908, 0.141)
N (-0.270, 1.977, -0.547)
Cl (-0.838, 3.928, -0.252)
H (-0.516, 1.851, -2.507)
H (-0.414, -2.679, -0.323)
H (-1.150, -1.234, -0.703)
H (-1.077, -1.824, 0.985)
H (1.980, -0.047, 1.517)
H (-0.042, 1.536, 0.370)
H (0.469, -0.991, 2.293)
H (1.116, -0.742, -0.772)

Calculated values
**Energy above the lowest of the compared OMol25 structures with the same formula, charge and spin**: 3.986 eV
**LUMO**: -0.65 eV
**Kohn-Sham gap**: 8.5 eV
**DFT total energy**: -18285.7862 eV
**HOMO**: -9.2 eV